[1]
Here is C37H48FN9O2ScSi as an isolated structure from the Open Molecules 2025 dataset. Energies are from ωB97M-V/def2-TZVPD.

Values from the calculation:
ΔE to the lowest compared entry with this formula, charge and spin: 0.006 eV
Charge: +1
M: 742.89 u
Gap between HOMO and LUMO: 7.22 eV
LUMO level: -2.7 eV
Highest occupied orbital energy: -0.3663 hartree
Strongest force on any atom: 0.0135 Eh/bohr

```
99
Properties=species:S:1:pos:R:3:forces:R:3
Sc -0.043001 -0.003822 -0.113960 -0.59 -0.14 -0.35
C 5.310742 -1.779033 2.285785 -0.04 0.00 0.00
C 4.993055 -1.382605 0.995030 -0.08 0.03 0.01
C 3.826082 -0.672355 0.751818 0.19 -0.03 0.00
C 3.003233 -0.337691 1.811477 -0.38 0.11 -0.07
C 3.310499 -0.725400 3.109942 0.10 -0.09 0.01
C 4.465560 -1.453404 3.339113 0.03 -0.03 0.04
N 1.778100 0.392103 1.564986 0.15 0.34 0.26
N 1.571311 1.247913 2.449392 -0.17 -0.25 -0.37
C 0.321050 1.921204 2.374264 0.24 -0.09 0.06
C 0.129413 2.794819 3.443428 -0.08 0.02 -0.07
C -1.071239 3.468348 3.559020 0.01 0.02 0.03
C -2.043096 3.247920 2.595689 0.02 -0.05 -0.06
C -1.805879 2.373028 1.536536 0.10 0.03 0.06
C -0.613445 1.656345 1.357952 -0.05 0.30 0.23
H 6.211900 -2.345037 2.473149 0.04 -0.02 0.01
H 5.648353 -1.623577 0.169449 0.03 -0.03 -0.02
H 3.572624 -0.357332 -0.246204 0.00 0.04 0.01
H 2.653705 -0.457336 3.926367 -0.02 0.02 -0.02
H 4.707133 -1.766068 4.346059 0.02 -0.01 0.01
H 0.923714 2.921772 4.165823 0.03 -0.01 0.02
H -1.244853 4.150052 4.379435 -0.02 0.02 0.02
H -2.993006 3.762727 2.660163 -0.04 0.01 0.00
H -2.618657 2.294339 0.820886 -0.02 -0.02 -0.03
N -0.466511 -1.400256 1.800352 0.11 -0.05 -0.01
C -1.294503 -1.120145 2.999592 0.04 -0.07 0.05
C -2.739552 -1.571526 2.860655 0.03 -0.05 0.05
C -3.672731 -0.692554 2.029502 -0.01 0.06 -0.04
C -3.670539 -0.938524 0.526810 -0.04 -0.03 -0.05
N -2.593230 -0.227214 -0.193992 0.11 0.10 0.02
H -0.612221 -2.368566 1.519856 -0.07 0.05 0.03
H 0.507963 -1.389418 2.095519 -0.06 -0.08 0.06
H -1.247524 -0.050091 3.198183 -0.03 0.00 0.01
H -0.851070 -1.633606 3.859049 -0.05 0.03 -0.03
H -3.143658 -1.632916 3.873133 0.02 0.05 0.01
H -2.764074 -2.601367 2.484247 -0.01 -0.03 -0.02
H -3.456178 0.358959 2.228092 0.01 0.06 0.02
H -4.692911 -0.852682 2.383159 0.00 -0.07 -0.03
H -4.641030 -0.650177 0.110049 0.03 0.02 0.05
H -3.564628 -2.006817 0.329963 -0.01 -0.03 0.01
H -2.778137 0.767076 -0.130326 -0.04 -0.02 0.05
H -2.681231 -0.437905 -1.183429 -0.03 -0.03 0.03
C 1.846651 3.039518 -1.065593 -0.01 0.01 0.07
Si 2.272359 1.585517 -2.169782 -0.01 -0.16 -0.01
C 4.146233 1.479489 -2.146913 -0.02 -0.02 0.03
C 1.678828 1.913104 -3.938544 0.06 0.04 0.03
N 1.531408 0.114860 -1.567796 0.02 0.11 0.08
C 2.079855 -1.093058 -1.974501 0.18 0.18 0.10
C 2.854724 -1.316371 -3.123606 -0.15 -0.19 -0.10
C 3.358694 -2.573828 -3.431275 -0.02 0.04 -0.01
C 3.127833 -3.665525 -2.609986 -0.03 -0.03 0.05
C 2.381494 -3.487526 -1.448962 -0.02 0.09 -0.02
C 1.908097 -2.230718 -1.189670 -0.04 -0.05 0.08
F 1.163663 -2.025877 -0.024697 0.29 -0.14 -0.12
H 2.766132 3.583051 -0.844364 0.06 0.03 -0.01
H 1.418493 2.759878 -0.100827 -0.05 -0.05 0.00
H 1.167024 3.741303 -1.542453 -0.06 0.07 -0.04
H 4.568345 2.282651 -2.752653 0.00 0.08 -0.03
H 4.553785 0.541671 -2.517152 0.05 -0.03 -0.02
H 4.510550 1.620754 -1.128806 0.03 0.02 0.07
H 0.975965 2.746665 -3.969886 -0.08 0.03 -0.02
H 1.183102 1.025968 -4.336747 -0.02 -0.10 0.01
H 2.500507 2.149893 -4.614679 0.07 0.05 -0.02
H 3.042465 -0.499814 -3.804807 0.00 0.06 -0.05
H 3.942649 -2.695394 -4.333514 0.01 -0.01 -0.03
H 3.519426 -4.640308 -2.858960 0.03 -0.03 0.00
H 2.181061 -4.293813 -0.757830 0.00 -0.04 0.02
N -2.059397 -4.848184 -4.303672 -0.02 -0.09 -0.06
C -1.650058 -3.851405 -3.490781 -0.03 -0.02 -0.01
C -1.897512 -3.877464 -2.110212 0.05 0.07 0.05
C -1.478960 -2.820885 -1.337794 0.03 -0.02 -0.01
N -0.826450 -1.742784 -1.796056 -0.05 -0.15 -0.11
C -0.554848 -1.760163 -3.112522 -0.01 -0.04 0.04
C -0.948438 -2.744416 -3.985012 0.05 0.07 0.11
H -2.589546 -5.623686 -3.951083 0.00 0.02 0.01
H -1.914409 -4.794466 -5.295196 0.01 0.01 0.01
H -2.415125 -4.708644 -1.651760 -0.02 -0.03 0.01
H -1.675555 -2.839170 -0.274255 -0.04 0.00 0.03
H 0.017210 -0.920583 -3.480675 0.08 -0.03 -0.04
H -0.720022 -2.643078 -5.035435 0.01 0.00 -0.07
O -1.018255 -1.002035 -6.991461 0.02 0.05 -0.01
C -1.548641 0.305149 -7.179145 -0.05 -0.02 -0.10
N -1.391310 1.034119 -5.952930 0.08 -0.13 0.05
C -2.417247 1.660813 -5.319491 -0.05 0.08 0.07
O -3.531670 1.787645 -5.777262 -0.08 0.02 -0.04
C -2.052999 2.202679 -3.965292 0.03 -0.06 0.04
C -2.259742 3.533900 -3.635626 0.00 -0.08 0.01
C -1.884904 3.947988 -2.372355 0.04 -0.04 0.04
C -1.353688 3.023698 -1.482990 0.02 0.07 -0.04
N -1.198813 1.724070 -1.764388 0.21 0.18 -0.06
C -1.538104 1.351247 -3.003117 -0.12 -0.07 -0.02
H -0.532912 -1.246805 -7.785107 -0.02 -0.02 0.02
H -2.617494 0.274120 -7.400259 0.10 0.02 0.02
H -1.022247 0.801664 -7.999306 -0.03 0.00 0.05
H -0.474270 1.072021 -5.535797 0.01 0.03 -0.06
H -2.693399 4.214114 -4.355306 -0.02 0.03 -0.03
H -1.992303 4.977579 -2.063877 -0.01 0.03 0.02
H -1.038951 3.341570 -0.502793 0.03 0.01 0.04
H -1.431315 0.305120 -3.239550 0.01 0.03 0.00
```
Positions in Å, forces in eV/Å.

=====

[2]
Here is C37H48IrN3O2PSi as an isolated structure at a distorted geometry from the Open Molecules 2025 dataset. Energies are from ωB97M-V/def2-TZVPD.

Values from the calculation:
ΔE to the lowest compared entry with this formula, charge and spin: 0.457 eV
Multiplicity: 2
<S²>: 0.769
Charge: +2
M: 818.09 u
Gap between HOMO and LUMO (alpha / beta): 6.57 / 5.82 eV
LUMO level (alpha / beta): -7.3 / -8.1 eV
Highest occupied orbital energy (alpha / beta): -0.5090 / -0.5131 hartree
Strongest force on any atom: 0.0587 Eh/bohr

```
93
Properties=species:S:1:pos:R:3:forces:R:3
Ir 0.548459 0.214132 1.220647 0.55 2.77 1.08
O -1.345572 -4.375294 7.459351 -0.05 -0.04 0.14
C -0.729466 -4.364062 6.274405 0.10 -0.10 -0.14
O -0.262809 -5.362594 5.809193 -0.05 0.06 0.07
C -0.637259 -3.054491 5.529540 0.01 0.04 -0.03
C -0.259003 -3.141207 4.194623 -0.07 0.02 0.08
C -0.127659 -2.001642 3.431152 -0.05 0.21 0.15
C -0.370199 -0.743580 3.995238 0.17 -0.44 0.26
C -0.725818 -0.648860 5.340943 0.02 -0.18 -0.18
C -0.863206 -1.804197 6.094029 -0.02 0.04 0.00
N -0.218192 0.401500 3.163074 -0.65 -0.05 -0.11
C -0.594938 1.581591 3.541118 0.23 -1.08 0.03
C -0.473849 2.619041 2.570391 0.12 1.03 -0.88
C -0.874285 3.946603 2.758685 0.06 -0.88 0.43
C -0.769870 4.834173 1.716192 0.11 0.20 -0.53
C -0.281852 4.380100 0.494480 -0.10 0.47 0.13
C 0.091681 3.066445 0.354956 0.36 -0.50 0.11
N 0.029245 2.200073 1.376950 -0.57 -0.32 0.34
H -1.737239 -3.525836 7.688074 -0.02 0.02 -0.01
H -0.075275 -4.120226 3.775204 0.02 -0.01 -0.01
H 0.151365 -2.109832 2.390531 0.00 0.12 0.00
H -0.888515 0.302155 5.825765 0.02 0.01 0.03
H -1.123161 -1.695941 7.139600 0.01 0.00 0.01
H -1.029824 1.765603 4.512600 0.03 0.08 0.06
H -1.280395 4.246985 3.715314 0.04 -0.01 0.02
H -1.073983 5.863988 1.838923 0.00 0.02 -0.01
H -0.191297 5.042349 -0.354689 -0.03 0.01 0.00
H 0.470481 2.673576 -0.577991 -0.04 0.00 -0.01
C 6.005668 0.935454 0.488740 0.07 -0.01 -0.02
C 4.494564 1.090249 0.671421 -0.19 -0.09 -0.12
C 4.151694 0.997321 2.165235 0.17 -0.08 0.03
C 4.060524 2.493011 0.219731 0.07 -0.01 -0.08
P 3.514871 -0.185482 -0.319677 1.05 0.08 -0.30
N 2.018844 -0.168704 0.298773 -1.34 -1.04 -0.26
C 4.097483 -1.946719 -0.029929 0.12 0.14 -0.10
C 5.374349 -2.248207 -0.824982 0.05 0.00 0.00
C 4.384786 -2.132676 1.463585 0.03 0.03 0.06
C 3.000679 -2.953349 -0.404128 -0.07 0.00 -0.06
C 3.403765 0.256471 -2.141595 -0.05 -0.06 0.04
C 4.760498 0.646542 -2.734671 0.08 0.04 0.03
C 2.395158 1.398942 -2.334292 -0.05 0.02 0.05
C 2.844623 -0.941286 -2.924599 0.03 -0.06 0.04
H 6.487865 1.789001 0.969096 0.02 0.00 0.01
H 6.314768 0.932617 -0.555187 0.00 0.01 0.02
H 6.388027 0.036941 0.969829 0.00 0.00 -0.02
H 4.586852 1.872407 2.649962 0.00 0.00 0.03
H 4.564736 0.119026 2.650450 -0.03 0.01 -0.01
H 3.079455 1.017985 2.340107 -0.15 0.05 0.06
H 4.499057 3.211886 0.912624 0.02 0.02 -0.01
H 2.977833 2.617344 0.257160 -0.05 0.01 0.02
H 4.413782 2.748253 -0.776563 -0.02 -0.01 0.01
H 6.181027 -1.546379 -0.614587 -0.02 -0.02 -0.01
H 5.205400 -2.276370 -1.899407 0.00 0.01 0.01
H 5.723441 -3.238763 -0.528109 0.00 -0.01 -0.01
H 5.280470 -1.607002 1.787414 -0.02 0.01 0.00
H 4.559445 -3.195287 1.633575 0.01 -0.01 0.01
H 3.541530 -1.831907 2.085674 -0.03 -0.02 0.03
H 2.872756 -3.074790 -1.475702 0.00 0.03 0.01
H 2.039620 -2.694128 0.037233 0.02 -0.04 0.06
H 3.298026 -3.921960 -0.001504 0.02 -0.02 -0.02
H 5.144255 1.581002 -2.328718 0.01 -0.02 -0.02
H 4.627316 0.791127 -3.808171 -0.02 0.01 -0.01
H 5.516128 -0.127583 -2.606180 -0.01 0.00 0.00
H 2.760060 2.363566 -1.994647 0.01 0.00 0.03
H 1.448855 1.169193 -1.840883 -0.03 -0.02 -0.05
H 2.194307 1.483505 -3.402709 0.00 0.02 -0.01
H 3.538569 -1.776310 -2.980753 0.00 0.02 0.02
H 2.662933 -0.606431 -3.946539 0.00 0.01 -0.02
H 1.894348 -1.284963 -2.521252 0.06 0.02 -0.07
C -1.602094 -2.936139 -3.377843 0.10 -0.03 0.00
C -2.753203 -2.256561 -3.011425 -0.07 -0.02 -0.04
C -2.725959 -1.369726 -1.948698 -0.16 0.08 0.06
C -1.548124 -1.139410 -1.234434 0.07 0.35 0.28
C -0.399312 -1.829329 -1.616358 -0.09 -0.08 -0.06
C -0.423678 -2.723212 -2.676658 -0.08 -0.01 -0.05
Si -1.642815 0.094833 0.180725 0.01 -0.91 -0.73
C -2.794930 -0.458928 1.525732 0.14 0.03 -0.12
C -3.531823 0.473895 2.259750 0.07 0.09 0.00
C -4.458654 0.058923 3.197390 -0.08 -0.06 0.11
C -4.653643 -1.300698 3.421674 0.03 0.02 -0.01
C -3.917976 -2.240115 2.710935 -0.09 0.00 0.10
C -2.998205 -1.821579 1.766074 0.12 0.03 -0.08
H -1.624495 -3.629625 -4.207490 0.01 -0.01 0.00
H -3.673351 -2.417092 -3.556046 -0.02 0.00 0.00
H -3.640739 -0.855772 -1.673908 -0.03 0.01 -0.01
H 0.529267 -1.677556 -1.090606 0.01 0.05 0.14
H 0.477451 -3.252276 -2.961719 -0.01 -0.02 0.01
H -2.041091 1.457607 -0.247645 0.12 -0.02 0.00
H -3.400744 1.536503 2.079487 -0.03 0.03 -0.05
H -5.047551 0.786670 3.739206 -0.02 0.01 0.01
H -5.395806 -1.626370 4.137811 0.01 -0.01 0.04
H -4.071837 -3.296271 2.885554 -0.03 -0.02 -0.01
H -2.449143 -2.561397 1.194541 0.02 0.00 -0.02
```
Positions in Å, forces in eV/Å.

=====

- Which of these has the lowest strongest force on any atom?
  C37H48FN9O2ScSi

=====

- strongest force on any atom of number 1 (C37H48FN9O2ScSi)?
  0.0135 Eh/bohr

=====

- The lowest strongest force on any atom belongs to which entry?
  C37H48FN9O2ScSi

=====

- Which of these has the lowest charge?
  C37H48FN9O2ScSi